Entry 1:
A 2-piece molecular cluster, C7H12N3 overall. Source: OMol25; level of theory: ωB97M-V with the def2-TZVPD basis set.

As for the charge: +1. As for the gap between HOMO and LUMO (spin up / spin down): 4.479 / 2.984 eV. The spin multiplicity is 3. The value obtained for the total energy is -11908.7184 eV. The expectation value of S² is 2.0180. Its relative energy (zero: lowest compared OMol25 entry of this formula, charge and spin) is 377.1 kJ/mol. The HOMO energy (spin up / spin down) comes out at -0.33967 / -0.45853 Eh.

Cartesian coordinates (Å):
C -1.09154 -1.55356 -0.53642
C -0.83662 -2.86878 -1.07781
C 1.09004 2.96550 2.29819
C 0.01034 3.65661 1.48754
C 1.01615 2.80316 0.87577
C -1.82307 -3.96949 -1.09321
C 1.17759 1.91004 -0.20901
N 0.39961 -2.93427 -1.49989
N 0.92609 -1.79019 -1.24448
N 0.06693 -0.86365 -0.67366
H -2.01151 -1.12943 -0.09915
H 1.92626 3.41704 2.81978
H 1.08287 2.08329 2.93051
H -0.96169 3.40761 1.32705
H 0.04743 4.74291 1.36596
H -1.52174 -4.93057 -1.51356
H -2.36432 -4.18189 -0.22387
H -2.70652 -3.87408 -1.69212
H 0.36962 1.10671 -0.26745
H 2.03015 1.36928 -0.05231
H 1.34346 2.33234 -1.28703
H 1.83045 -1.69858 -1.63480

Here are the Mulliken charges for atoms 1 to 8, given in e: atom 1 (C): -0.28, atom 2 (C): 0.69, atom 3 (C): -0.60, atom 4 (C): -0.65, atom 5 (C): 0.37, atom 6 (C): -1.19, atom 7 (C): -0.67, atom 8 (N): -0.50



Entry 2:
One molecule with the formula C7H12N3O2P. Source: OMol25; level of theory: ωB97M-V with the def2-TZVPD basis set.

As for the gap between HOMO and LUMO: 8.611 eV. The spin multiplicity is 1. The value obtained for the total energy is -25301.1750 eV. Its relative energy (zero: lowest compared OMol25 entry of this formula, charge and spin) is 366.3 kJ/mol. The HOMO energy comes out at -0.31060 Eh. As for the SMILES: N#C[C@H](CCCN)[C@H](C#N)P(O)O.

Cartesian coordinates (Å):
N -2.66897 0.84752 2.87751
C -1.78540 0.50385 1.96803
C -0.58982 -0.06150 0.94825
C 0.82551 0.68309 1.27063
C 2.14861 -0.33822 1.18600
C 2.56496 -0.74611 -0.34383
N 1.59388 -1.68346 -1.04313
C -1.14935 0.03558 -0.57301
C -0.26923 0.91224 -1.63043
N 0.55147 1.54133 -2.43072
P -2.96834 0.65737 -0.47947
O -3.99688 -0.15059 -1.62957
O -3.07641 2.39532 -0.57747
H -0.46107 -1.20678 1.23343
H 0.78168 0.98184 2.42700
H 1.00931 1.69680 0.70564
H 3.04842 0.32186 1.61065
H 2.05806 -1.25544 1.91056
H 2.81847 0.17606 -1.04143
H 3.58777 -1.35546 -0.25914
H 2.07044 -1.96262 -1.94910
H 1.35251 -2.51667 -0.46399
H -1.20964 -1.07158 -1.01092
H -3.84997 -1.14752 -1.48427
H -2.38599 2.74309 -1.22122

Here are the Mulliken charges for atoms 1 to 8, given in e: atom 1 (N): -0.48, atom 2 (C): -0.14, atom 3 (C): 0.36, atom 4 (C): -0.81, atom 5 (C): -0.56, atom 6 (C): -0.57, atom 7 (N): -0.50, atom 8 (C): 0.43



Entry 3:
An isolated ion of composition C7H12N3OS and charge +1. Source: OMol25; level of theory: ωB97M-V with the def2-TZVPD basis set.

As for the charge: +1. As for the gap between HOMO and LUMO (spin up / spin down): 5.021 / 5.023 eV. The spin multiplicity is 1. The value obtained for the total energy is -24792.0015 eV. Its relative energy (zero: lowest compared OMol25 entry of this formula, charge and spin) is 860.0 kJ/mol. The HOMO energy (spin up / spin down) comes out at -0.45219 / -0.45220 Eh.

Cartesian coordinates (Å):
C -2.04238 -1.31972 0.60509
C 0.13722 0.76094 -0.85175
C -0.54956 -2.19041 -0.90833
C 1.56750 -0.80934 0.12747
C -0.60945 -1.39035 1.35953
C 0.35915 -1.90024 0.30597
C -0.32736 3.63124 -0.44989
N -1.88336 -1.79901 -0.54048
N 1.28803 0.34349 -0.59398
N -0.26914 -0.12668 1.81629
O 1.74265 2.49292 -1.77581
S 0.29209 2.46381 -1.81145
H -2.93684 -0.92772 1.09534
H -0.38115 -1.69629 -1.97906
H -0.65420 -3.31720 -1.01203
H 1.95584 -0.62138 1.14874
H 2.33235 -1.44252 -0.39159
H -0.99605 -1.97997 2.18971
H 0.91381 -2.83980 0.58210
H 0.12248 3.33849 0.49685
H -1.35865 3.64052 -0.25053
H 0.09842 4.57347 -0.87799
H 2.09025 1.01595 -0.85729
H -0.89166 0.09978 2.57307

Here are the Mulliken charges for atoms 1 to 8, given in e: atom 1 (C): -0.20, atom 2 (C): -0.32, atom 3 (C): -0.63, atom 4 (C): -0.86, atom 5 (C): 0.04, atom 6 (C): -0.15, atom 7 (C): -0.88, atom 8 (N): -0.27



Entry 4:
C7H12N3Pb as an isolated structure. Source: OMol25; level of theory: ωB97M-V with the def2-TZVPD basis set.

As for the charge: -1. As for the gap between HOMO and LUMO (spin up / spin down): 3.750 / 5.411 eV. The spin multiplicity is 1. The value obtained for the total energy is -17165.5605 eV. The HOMO energy (spin up / spin down) comes out at -0.03709 / -0.09060 Eh.

Cartesian coordinates (Å):
C 3.45215 0.64231 -1.98528
Pb 2.13532 0.17349 -0.32841
N 1.04904 2.49895 -0.74007
H 1.97517 -1.64294 -0.38818
H 1.99698 0.53863 -2.01645
H 3.85763 -0.28534 -2.39472
H 4.05273 0.95829 -1.09332
H 3.54298 1.47764 -2.67680
H 0.67260 2.85666 0.14221
H 0.25983 2.38222 -1.38639
H 1.68970 3.18783 -1.12960
N -4.55718 -2.77469 2.83827
C -3.72305 -2.18851 2.26171
C -2.68711 -1.47003 1.55737
C -2.22623 -0.23741 2.03307
C -1.19386 0.40574 1.34957
N -0.63747 -0.11945 0.24470
C -1.07872 -1.30284 -0.21769
C -2.11169 -2.00456 0.39831
H -2.64943 0.21972 2.92769
H -0.80055 1.36247 1.71426
H -0.57075 -1.72220 -1.09516
H -2.44810 -2.95599 -0.01511

Here are the Mulliken charges for atoms 1 to 8, given in e: atom 1 (C): -1.30, atom 2 (Pb): 0.15, atom 3 (N): -0.78, atom 4 (H): -0.17, atom 5 (H): 0.06, atom 6 (H): 0.34, atom 7 (H): 0.28, atom 8 (H): 0.40



Entry 5:
A 2-piece molecular cluster, C7H12N4 overall. Source: OMol25; level of theory: ωB97M-V with the def2-TZVPD basis set.

As for the gap between HOMO and LUMO (spin up / spin down): 9.073 / 5.397 eV. The spin multiplicity is 1. The value obtained for the total energy is -13408.5116 eV. Its relative energy (zero: lowest compared OMol25 entry of this formula, charge and spin) is 453.6 kJ/mol. The HOMO energy (spin up / spin down) comes out at -0.30182 / -0.25445 Eh.

Cartesian coordinates (Å):
C 2.11667 -0.85283 0.50594
C 2.31933 0.55454 0.24437
C 0.98090 -1.43677 -0.02830
C 1.39591 1.20738 -0.54694
C 0.20056 0.56682 -1.02624
C 1.45578 2.69756 -0.83218
C -2.42332 -0.28763 1.10630
N -0.64139 1.25501 -1.69476
N 0.04076 -0.71625 -0.61816
N -1.88140 -2.51335 0.52716
N -2.14625 -1.27006 0.06457
H 2.83056 -1.60666 0.99211
H 3.15703 1.16894 0.51735
H 0.83133 -2.56865 0.14024
H 2.31077 3.03044 -1.19248
H 1.00761 3.25875 0.00169
H 0.81868 2.91705 -1.59022
H -2.19894 -0.55796 2.06619
H -1.86218 0.50522 0.83515
H -3.42271 0.01223 1.06729
H -1.49417 0.71376 -1.71691
H -2.16451 -3.20794 -0.11682
H -1.23103 -2.86960 1.29468

Here are the Mulliken charges for atoms 1 to 8, given in e: atom 1 (C): -0.52, atom 2 (C): -0.33, atom 3 (C): -0.14, atom 4 (C): 0.56, atom 5 (C): 0.44, atom 6 (C): -1.74, atom 7 (C): -0.80, atom 8 (N): -0.64



Entry 6:
A 2-piece molecular cluster, C7H12N4O2 overall. Source: OMol25; level of theory: ωB97M-V with the def2-TZVPD basis set.

As for the gap between HOMO and LUMO (spin up / spin down): 8.278 / 8.280 eV. The spin multiplicity is 1. The value obtained for the total energy is -17500.8830 eV. Its relative energy (zero: lowest compared OMol25 entry of this formula, charge and spin) is 776.9 kJ/mol. The HOMO energy (spin up / spin down) comes out at -0.29044 / -0.29044 Eh.

Cartesian coordinates (Å):
C -0.07786 2.31410 1.01905
C 0.34679 -0.38904 -1.66930
C 3.19270 -1.35455 -0.84920
C 3.35345 0.05474 -1.08839
C -3.33892 0.03252 -0.09519
C 1.01298 1.00751 2.60684
C -2.91448 1.38849 -0.52215
N -0.90868 1.65726 0.43951
N 0.98469 -0.26601 -0.66833
N -1.48316 1.37048 -0.62007
N 2.31615 -0.45405 -0.21588
O -0.28865 -0.56066 -2.64221
O 0.45718 2.26941 2.21558
H 2.70857 -2.00494 -1.68903
H 3.86555 -2.00046 -0.31645
H 4.13949 0.51247 -0.54540
H 3.15308 0.48310 -2.10805
H -2.84896 -0.87502 -0.46087
H -3.31324 0.00110 0.95930
H -4.40284 -0.34222 -0.46491
H 1.09247 0.37108 1.77831
H 0.20554 0.53713 3.20775
H 1.90304 1.18841 3.08970
H -3.35973 1.65422 -1.42720
H -3.27448 2.20135 0.27284

Here are the Mulliken charges for atoms 1 to 8, given in e: atom 1 (C): 0.14, atom 2 (C): 0.76, atom 3 (C): -0.35, atom 4 (C): -0.37, atom 5 (C): -1.02, atom 6 (C): -0.46, atom 7 (C): -0.35, atom 8 (N): 0.28